{"formula": "C25H25BrN6O3PdS", "method": "ωB97M-V/def2-TZVPD", "elements": ["Pd", "Br", "S", "O", "O", "O", "N", "N", "N", "N", "N", "N", "C", "C", "C", "C", "C", "C", "C", "C", "C", "C", "C", "C", "C", "C", "C", "C", "C", "C", "C", "C", "C", "C", "C", "C", "C", "H", "H", "H", "H", "H", "H", "H", "H", "H", "H", "H", "H", "H", "H", "H", "H", "H", "H", "H", "H", "H", "H", "H", "H", "H"], "xyz": [[1.223, -0.078, -0.021], [-1.912, -3.638, 5.897], [2.079, -2.199, 0.449], [-1.256, -1.374, 0.364], [0.742, 1.777, 0.182], [-0.136, -0.163, 2.382], [-3.446, -4.956, 0.764], [0.080, -0.361, -6.450], [-2.532, -3.461, -0.607], [0.823, -0.234, -2.357], [3.651, -0.090, 0.912], [4.092, -1.304, -1.099], [4.804, 1.933, 1.554], [-4.097, -5.595, -3.229], [5.377, 0.637, -0.536], [-0.099, 0.765, -4.326], [4.614, 0.782, 0.609], [-2.134, -3.103, 1.793], [-2.701, -3.819, 0.642], [-3.362, -4.530, -2.741], [1.223, -1.266, -3.102], [-3.790, -5.361, -0.518], [-1.425, -1.929, 1.577], [-0.627, 2.096, 0.323], [-0.832, -1.280, 2.678], [0.997, -1.355, -4.459], [0.320, -0.318, -5.104], [0.178, 0.759, -2.976], [-3.212, -4.420, -1.360], [-1.714, -2.955, 4.145], [-2.281, -3.615, 3.092], [5.063, -0.434, -1.356], [-4.676, -6.538, -2.360], [-0.978, -1.784, 3.952], [-4.534, -6.439, -0.988], [0.610, 0.468, 3.415], [3.417, -1.102, 0.049], [-2.911, -3.802, -3.403], [-0.121, 1.590, -2.348], [-0.398, 0.386, -6.915], [-5.245, -7.360, -2.774], [-2.828, -4.529, 3.277], [-1.643, -1.979, -0.315], [-0.055, 0.889, 4.171], [4.378, 2.843, 1.125], [-0.867, 2.373, 1.352], [0.395, -1.137, -7.001], [-4.230, -5.709, -4.297], [1.758, -2.048, -2.571], [-4.978, -7.168, -0.322], [1.350, -2.220, -5.009], [-0.871, 2.953, -0.311], [-3.694, -5.411, 1.623], [4.298, 1.727, 2.494], [6.178, 1.325, -0.773], [1.301, -0.244, 3.869], [5.861, 2.124, 1.746], [1.166, 1.261, 2.926], [5.621, -0.594, -2.273], [-0.526, -1.288, 4.797], [-0.628, 1.600, -4.770], [-1.287, 1.267, 0.051]], "e_above_lowest_ev": 0.545, "spin_multiplicity": 3}

{"formula": "C25H25BrN9O7Sc", "method": "ωB97M-V/def2-TZVPD", "elements": ["Br", "Sc", "O", "O", "O", "O", "O", "O", "O", "N", "N", "N", "N", "N", "N", "N", "N", "N", "C", "C", "C", "C", "C", "C", "C", "C", "C", "C", "C", "C", "C", "C", "C", "C", "C", "C", "C", "C", "C", "C", "C", "C", "C", "H", "H", "H", "H", "H", "H", "H", "H", "H", "H", "H", "H", "H", "H", "H", "H", "H", "H", "H", "H", "H", "H", "H", "H", "H"], "xyz": [[0.008, 4.305, 2.325], [0.254, 0.363, 0.476], [-1.012, -1.171, 0.421], [2.099, -0.127, 0.458], [4.110, 0.332, -0.410], [0.570, 1.656, -1.144], [-0.267, 3.624, -0.874], [-4.973, -0.206, 1.159], [-1.069, 1.907, 0.193], [1.160, 0.770, 3.121], [1.496, -1.170, -4.042], [1.751, 2.470, 1.118], [0.466, -3.080, -2.971], [-1.237, 0.375, 2.316], [-2.421, -0.139, 1.898], [0.457, -0.905, -1.850], [-0.246, 2.447, -0.606], [-0.916, -1.287, -3.836], [-1.166, 1.109, 3.352], [3.101, 0.640, 0.187], [1.564, -0.494, -2.751], [-4.079, -3.740, -0.802], [4.118, 2.822, 0.897], [-0.818, -0.611, -2.547], [-4.643, -1.333, 0.516], [0.563, -2.375, -1.697], [2.408, 0.855, 3.558], [0.212, -0.856, -4.666], [-3.062, -3.010, -0.226], [-3.317, -1.792, 0.411], [0.464, 2.119, 4.971], [1.776, 2.231, 5.397], [2.759, 4.529, 1.844], [1.556, -2.615, -3.832], [-2.186, -1.002, 0.919], [0.194, 1.367, 3.833], [-5.662, -2.072, -0.086], [4.007, 4.076, 1.465], [2.769, 1.568, 4.692], [1.665, 3.697, 1.647], [-0.805, -2.728, -3.604], [-5.382, -3.250, -0.746], [2.980, 2.055, 0.750], [-6.676, -1.704, -0.003], [1.507, 0.581, -2.917], [0.153, -1.358, -5.633], [1.528, -2.599, -1.238], [0.143, 0.224, -4.817], [-0.886, 0.465, -2.722], [5.062, 2.408, 0.573], [-1.627, -3.041, -2.956], [3.152, 0.337, 2.963], [-0.345, 2.616, 5.489], [4.882, 4.690, 1.633], [-1.651, -0.933, -1.922], [2.508, -2.872, -3.364], [2.615, 5.500, 2.293], [1.484, -3.115, -4.800], [-2.046, -3.377, -0.237], [-0.887, -3.250, -4.559], [2.512, -0.728, -2.264], [-2.040, 1.447, 3.901], [2.017, 2.812, 6.277], [-4.170, 0.145, 1.604], [3.803, 1.604, 5.006], [-6.187, -3.807, -1.207], [-0.232, -2.716, -1.043], [-3.867, -4.683, -1.288]], "e_above_lowest_ev": 1.363}

{"formula": "C25H25Cl3N4O3S5SiTc", "method": "ωB97M-V/def2-TZVPD", "elements": ["Tc", "Cl", "Cl", "Cl", "S", "S", "S", "S", "S", "Si", "O", "O", "O", "N", "N", "N", "N", "C", "C", "C", "C", "C", "C", "C", "C", "C", "C", "C", "C", "C", "C", "C", "C", "C", "C", "C", "C", "C", "C", "C", "C", "C", "H", "H", "H", "H", "H", "H", "H", "H", "H", "H", "H", "H", "H", "H", "H", "H", "H", "H", "H", "H", "H", "H", "H", "H", "H"], "xyz": [[1.214, -0.525, 0.487], [3.437, 2.549, 0.445], [2.498, -2.379, 0.511], [4.829, -0.143, -0.865], [-1.156, -1.323, 1.361], [-0.640, -3.337, -1.376], [2.501, 2.296, -3.267], [-1.003, -5.425, 1.555], [-0.776, 1.983, -0.518], [3.083, 0.769, -0.472], [0.726, -0.508, -1.465], [3.826, 2.168, -3.751], [2.005, 3.505, -2.714], [1.824, 0.112, 2.423], [0.236, 1.342, 0.729], [2.267, 1.073, -2.036], [-0.262, 3.042, 2.266], [-3.796, 4.418, 0.505], [-3.407, 4.901, 1.743], [0.994, 1.888, -5.604], [1.212, 0.304, -2.310], [-1.320, -2.754, 2.472], [-2.231, 4.451, 2.329], [-1.822, 3.058, 0.408], [-0.346, -3.927, 2.336], [0.668, 0.494, -3.649], [-1.444, 3.540, 1.651], [2.772, 1.292, 4.738], [-0.555, -5.135, -1.229], [-3.012, 3.484, -0.161], [1.838, 1.949, 3.947], [-2.259, -2.995, -0.642], [-2.306, -1.614, -0.013], [0.399, 1.951, 1.867], [2.720, -0.522, 3.193], [1.309, 1.531, -4.313], [-0.325, -0.247, -4.273], [3.210, 0.038, 4.361], [-0.653, 0.097, -5.578], [-0.007, 1.144, -6.228], [1.380, 1.334, 2.800], [0.027, -5.639, 0.077], [-3.039, -3.038, -1.404], [0.078, -5.458, -2.057], [-1.226, -2.306, 3.462], [0.568, -3.633, 1.827], [-0.079, 3.392, 3.191], [0.192, -6.715, -0.002], [-0.281, 1.383, -7.247], [-4.713, 4.764, 0.050], [-1.931, 4.814, 3.304], [-2.359, -3.078, 2.379], [-1.547, -5.549, -1.416], [3.150, 1.766, 5.634], [1.500, 2.694, -6.116], [-1.412, -0.464, -6.104], [-2.477, -3.762, 0.100], [-3.320, 3.106, -1.127], [3.043, -1.492, 2.848], [-0.065, -4.220, 3.350], [-4.018, 5.625, 2.263], [1.512, 2.938, 4.232], [3.934, -0.509, 4.947], [1.000, -5.185, 0.271], [-2.066, -0.826, -0.730], [-3.305, -1.407, 0.373], [-0.797, -1.079, -3.766]], "total_charge": 2, "e_above_lowest_ev": 0.000, "spin_multiplicity": 4}